Here is an isolated ion of composition ClHNO2S and charge -1 in a non-equilibrium geometry from OMol25. Energies are from ωB97M-V/def2-TZVPD.

The geometry in XYZ format:
```
6
ClHNO2S, DFT ωB97M-V/def2-TZVPD
N -0.612 0.059 -0.617
O -2.417 -2.034 0.455
O -0.584 -1.395 1.905
S -1.061 -1.643 0.508
Cl 0.254 -3.402 -0.088
H 0.006 0.349 0.228
```

E = -28957.2514 eV
energy relative to the best compared isomer or geometry (same formula, charge and spin) = 0.000 eV
<S²> = 2.030
lowest unoccupied orbital energy (spin up / spin down) = 4.204 / 3.020 eV
net charge = -1
HOMO-LUMO gap (spin up / spin down) = 0.2666 / 0.3082 Eh
2S+1 = 3

Here is a 2-piece molecular cluster, ClHNO3P overall in a non-equilibrium geometry from OMol25. Energies are from ωB97M-V/def2-TZVPD.

The geometry in XYZ format:
```
7
ClHNO3P, DFT ωB97M-V/def2-TZVPD
O -2.585 -0.367 -1.326
P -2.894 -0.235 0.086
Cl -4.180 1.352 0.227
O -1.152 2.243 -0.213
N -0.170 1.603 -0.337
O -0.140 0.519 0.522
H 0.625 -0.043 0.318
```

E = -29458.1413 eV
SMILES string = O=PCl.O=NO
energy relative to the best compared isomer or geometry (same formula, charge and spin) = 0.634 eV
lowest unoccupied orbital energy = -0.668 eV
HOMO-LUMO gap = 0.3612 Eh
2S+1 = 1

Here is ClKO4 as an isolated structure in a non-equilibrium geometry from OMol25. Energies are from ωB97M-V/def2-TZVPD.

The geometry in XYZ format:
```
6
ClKO4, DFT ωB97M-V/def2-TZVPD
K -1.331 2.638 0.240
Cl 0.307 -0.511 0.009
O -0.749 -0.390 -0.979
O 0.710 0.807 0.409
O -0.250 -1.386 1.048
O 1.312 -1.157 -0.727
```

E = -37021.0749 eV
<S²> = 0.766
lowest unoccupied orbital energy (spin up / spin down) = -4.321 / -9.298 eV
net charge = +1
HOMO-LUMO gap (spin up / spin down) = 0.4661 / 0.2691 Eh
2S+1 = 2

Here is ClMnNa3 as an isolated structure in a non-equilibrium geometry from OMol25. Energies are from ωB97M-V/def2-TZVPD.

The geometry in XYZ format:
```
5
ClMnNa3, DFT ωB97M-V/def2-TZVPD
Na 2.129 2.420 0.138
Na -2.973 0.688 -0.901
Na 1.422 -1.069 1.990
Mn -0.590 -2.322 -0.985
Cl 0.012 0.283 -0.243
```

E = -57046.4952 eV
energy relative to the best compared isomer or geometry (same formula, charge and spin) = 0.000 eV
<S²> = 8.753
lowest unoccupied orbital energy (spin up / spin down) = -19.374 / -19.420 eV
net charge = +4
HOMO-LUMO gap (spin up / spin down) = 0.3097 / 0.3080 Eh
2S+1 = 6

Here is ClN4O12Pt as an isolated structure in a non-equilibrium geometry from OMol25. Energies are from ωB97M-V/def2-TZVPD.

The geometry in XYZ format:
```
18
ClN4O12Pt, DFT ωB97M-V/def2-TZVPD
Pt -0.067 -0.753 -0.250
N 1.380 1.258 -2.392
O 2.674 1.409 -2.544
O 0.617 2.089 -2.891
O 1.011 0.414 -1.612
N 3.087 -1.005 1.529
O 2.836 -0.337 2.478
O 2.132 -1.099 0.707
O 3.897 -1.865 1.586
N -3.481 -1.560 -1.390
O -4.277 -2.075 -0.580
O -2.348 -1.105 -1.074
O -3.885 -1.237 -2.583
N -0.838 2.132 1.703
O -0.151 3.165 1.528
O -0.482 1.082 1.153
O -1.670 2.186 2.660
Cl -0.434 -2.699 1.972
```

E = -46280.3404 eV
energy relative to the best compared isomer or geometry (same formula, charge and spin) = 0.024 eV
<S²> = 3.761
lowest unoccupied orbital energy (spin up / spin down) = 3.850 / 0.147 eV
net charge = -2
HOMO-LUMO gap (spin up / spin down) = 0.2632 / 0.1257 Eh
2S+1 = 4

Here is ClNO4S as an isolated structure in a non-equilibrium geometry from OMol25. Energies are from ωB97M-V/def2-TZVPD.

The geometry in XYZ format:
```
7
ClNO4S, DFT ωB97M-V/def2-TZVPD
N -1.251 -0.540 0.042
O -0.937 -1.634 -0.157
O -2.204 0.124 -0.078
O 0.842 1.141 1.325
O 1.001 1.439 -1.033
S 0.678 0.554 0.039
Cl 1.871 -1.083 -0.138
```

E = -33032.6517 eV
energy relative to the best compared isomer or geometry (same formula, charge and spin) = 1.098 eV
lowest unoccupied orbital energy (spin up / spin down) = -2.517 / -2.520 eV
HOMO-LUMO gap (spin up / spin down) = 0.3102 / 0.3102 Eh
2S+1 = 1

Here is a 2-piece molecular cluster, ClO3S overall in a non-equilibrium geometry from OMol25. Energies are from ωB97M-V/def2-TZVPD.

The geometry in XYZ format:
```
5
ClO3S, DFT ωB97M-V/def2-TZVPD
O -0.973 -0.020 -1.323
O -1.308 -1.019 0.802
O 1.676 0.246 0.794
S -0.988 0.176 0.089
Cl 2.375 1.597 0.211
```

E = -29496.8699 eV
energy relative to the best compared isomer or geometry (same formula, charge and spin) = 2.136 eV
<S²> = 2.011
lowest unoccupied orbital energy (spin up / spin down) = 3.473 / 1.929 eV
net charge = -1
HOMO-LUMO gap (spin up / spin down) = 0.1480 / 0.2548 Eh
2S+1 = 3

Here is ClO4Ti2 as an isolated structure in a non-equilibrium geometry from OMol25. Energies are from ωB97M-V/def2-TZVPD.

The geometry in XYZ format:
```
7
ClO4Ti2, DFT ωB97M-V/def2-TZVPD
Ti 1.547 2.236 1.140
Ti -0.982 -2.676 0.505
Cl -0.129 0.060 -0.355
O 0.502 0.055 0.784
O 0.533 -0.849 -1.142
O -1.400 -0.263 0.075
O -0.071 1.437 -1.007
```

E = -66920.8780 eV
energy relative to the best compared isomer or geometry (same formula, charge and spin) = 0.511 eV
<S²> = 12.001
lowest unoccupied orbital energy (spin up / spin down) = -4.391 / -4.204 eV
net charge = +1
HOMO-LUMO gap (spin up / spin down) = 0.2404 / 0.3936 Eh
2S+1 = 7

Here is ClZn2 as an isolated structure in a non-equilibrium geometry from OMol25. Energies are from ωB97M-V/def2-TZVPD.

The geometry in XYZ format:
```
3
ClZn2, DFT ωB97M-V/def2-TZVPD
Zn -1.284 -1.698 -1.484
Zn 1.721 1.088 1.549
Cl -0.437 0.610 -0.065
```

E = -109317.2497 eV
energy relative to the best compared isomer or geometry (same formula, charge and spin) = 0.784 eV
lowest unoccupied orbital energy = -18.518 eV
net charge = +3
HOMO-LUMO gap = 0.2553 Eh
2S+1 = 1

Here is CoH3O as an isolated structure in a non-equilibrium geometry from OMol25. Energies are from ωB97M-V/def2-TZVPD.

The geometry in XYZ format:
```
5
CoH3O, DFT ωB97M-V/def2-TZVPD
Co 0.905 0.651 -0.091
O -0.796 -0.122 0.061
H -1.636 0.293 -0.168
H -0.950 -1.075 0.172
H 2.477 0.253 0.027
```

E = -39713.2274 eV
energy relative to the best compared isomer or geometry (same formula, charge and spin) = 0.000 eV
<S²> = 3.755
lowest unoccupied orbital energy (spin up / spin down) = -5.266 / -6.955 eV
net charge = +1
HOMO-LUMO gap (spin up / spin down) = 0.3836 / 0.3448 Eh
2S+1 = 4

Question: Among the records above, which one has the highest 2S+1?
Answer: ClO4Ti2